No. 1
{"formula": "C20H23Br2F5NO15", "method": "ωB97M-V with the def2-TZVPD basis set", "symbols": ["C", "C", "N", "C", "Br", "C", "C", "Br", "H", "H", "H", "H", "H", "H", "H", "H", "C", "C", "O", "C", "O", "O", "F", "H", "H", "H", "C", "C", "O", "C", "O", "O", "F", "H", "H", "H", "C", "C", "O", "C", "O", "O", "F", "H", "H", "H", "C", "C", "O", "C", "O", "O", "F", "H", "H", "H", "C", "C", "O", "C", "O", "O", "F", "H", "H", "H"], "positions_angstrom": [[-4.6872, 2.8559, 0.2634], [-4.4966, 1.6877, 1.2518], [-3.8959, 0.4806, 0.7089], [-2.8745, 0.6589, -0.0961], [-3.2062, 0.0718, -2.0078], [-1.6304, 1.1222, 0.1265], [-0.5424, 1.3276, -0.8866], [-1.1145, 1.5485, 1.9095], [-4.6347, 2.5412, -0.7697], [-3.9863, 3.6532, 0.4815], [-5.6763, 3.2833, 0.4163], [-5.4745, 1.4046, 1.6370], [-3.9544, 2.0881, 2.1161], [-0.9809, 1.6997, -1.8010], [0.0190, 0.4155, -1.0594], [0.1203, 2.1052, -0.5327], [4.5609, 1.5741, -0.3065], [4.9269, 2.5186, 0.8190], [4.5231, 3.7732, 0.3018], [3.4925, 3.5493, -0.5707], [2.7760, 4.3914, -0.9903], [3.4233, 2.2338, -0.8812], [6.2676, 2.5549, 1.0582], [5.3461, 1.5006, -1.0504], [4.3045, 0.5759, 0.0381], [4.4103, 2.3290, 1.7569], [-5.9411, -2.0004, 1.7945], [-6.1908, -1.7207, 3.2555], [-7.0365, -2.8032, 3.6368], [-6.7514, -3.8524, 2.8159], [-7.0927, -4.9733, 3.0175], [-6.0250, -3.4426, 1.7600], [-6.8516, -0.5571, 3.4629], [-6.7238, -1.5776, 1.1656], [-4.9726, -1.6388, 1.4451], [-5.2948, -1.7319, 3.8766], [1.7761, -0.8856, 3.3442], [2.8756, -1.9048, 3.1460], [3.9989, -1.0935, 2.8419], [3.8048, 0.1111, 3.4500], [4.6661, 0.9067, 3.6456], [2.5214, 0.2427, 3.8381], [2.6284, -2.7380, 2.1090], [1.2855, -0.6235, 2.4056], [1.0234, -1.1926, 4.0636], [3.1065, -2.5034, 4.0291], [9.8764, 0.8773, -1.4837], [8.9451, 2.0296, -1.1766], [7.6748, 1.4095, -1.2234], [7.8444, 0.0974, -0.8833], [6.9717, -0.6380, -0.5736], [9.1580, -0.2359, -0.9442], [9.0079, 2.9985, -2.1218], [10.0020, 0.7474, -2.5593], [10.8508, 0.9712, -1.0128], [9.0854, 2.4819, -0.1938], [-6.1079, -2.8058, -4.8025], [-4.9867, -3.8156, -4.9103], [-3.9055, -3.0241, -5.3486], [-4.1155, -1.7446, -4.8883], [-3.2973, -0.8991, -4.8389], [-5.4025, -1.6120, -4.4733], [-5.2489, -4.7757, -5.8401], [-6.6176, -2.6805, -5.7596], [-6.8353, -3.0480, -4.0324], [-4.7213, -4.2996, -3.9695]], "mol_weight_g_mol": 772.2, "energy_ev": -206988.9342, "charge": -1, "e_homo_ev": -3.45, "orbital_gap_ha": 0.1939}

No. 2
{"formula": "NO3Rb", "method": "ωB97M-V with the def2-TZVPD basis set", "symbols": ["Rb", "N", "O", "O", "O"], "positions_angstrom": [[9.5281, -14.4833, 22.5169], [9.9583, -16.0984, 24.5736], [10.4568, -17.1446, 24.8908], [8.7694, -15.9856, 24.8182], [10.6217, -15.3216, 23.9003]], "mol_weight_g_mol": 147.5, "e_above_lowest_ev": 2.666, "energy_ev": -8282.1704, "charge": 0, "e_homo_ev": -8.85, "orbital_gap_ha": 0.3036}

No. 3
{"formula": "C2H2Cl2NO2", "method": "ωB97M-V with the def2-TZVPD basis set", "symbols": ["C", "C", "N", "O", "O", "Cl", "Cl", "H", "H"], "positions_angstrom": [[1.7658, 0.1016, 0.4456], [-1.4864, -0.0520, -1.1901], [0.3482, -0.1358, 0.7307], [1.9183, -0.2110, -0.7560], [2.4569, 0.5749, 1.2940], [-0.1718, 0.0605, 2.3202], [-2.6109, 0.0788, 0.0464], [-1.3227, -1.0991, -1.4504], [-0.8974, 0.6821, -1.4404]], "mol_weight_g_mol": 142.9, "e_above_lowest_ev": 3.499, "energy_ev": -32733.8099, "charge": -1, "e_homo_ev": [-4.86, -4.05], "orbital_gap_ha": [0.3068, 0.2667]}